1.
{"formula": "H41O20", "method": "ωB97M-V with the def2-TZVPD basis set", "symbols": ["O", "O", "O", "O", "O", "O", "O", "O", "O", "O", "O", "O", "O", "O", "O", "O", "O", "O", "O", "O", "H", "H", "H", "H", "H", "H", "H", "H", "H", "H", "H", "H", "H", "H", "H", "H", "H", "H", "H", "H", "H", "H", "H", "H", "H", "H", "H", "H", "H", "H", "H", "H", "H", "H", "H", "H", "H", "H", "H", "H", "H"], "coordinates": [[-1.745, 1.414, 5.014], [3.039, 3.418, -1.539], [1.104, 1.583, 0.277], [2.726, -1.048, -0.637], [3.885, 2.024, -3.534], [-3.196, -1.641, -1.415], [-4.821, -0.611, 0.339], [3.630, 2.014, 3.339], [-1.134, 0.872, -0.273], [-2.362, -4.390, -1.663], [-0.452, 4.793, -1.305], [0.158, 1.105, 3.317], [1.697, -4.229, -0.262], [-2.111, 2.878, 2.688], [-2.614, -0.714, 2.616], [1.356, -1.599, -4.336], [-3.669, -3.207, 1.146], [0.729, 2.167, -3.129], [-0.651, -1.113, -1.522], [2.899, -2.828, 1.347], [1.920, -2.330, -4.689], [3.499, 4.167, -1.906], [-1.055, -1.109, -2.409], [-1.684, 1.236, 0.350], [-0.123, 2.049, -3.195], [-2.345, -4.946, -0.924], [-3.641, -0.494, 2.758], [-2.463, 1.854, 4.663], [-3.189, -2.400, -1.256], [0.443, 1.439, 2.578], [3.824, 2.741, -1.422], [2.763, -3.440, 2.143], [1.311, 2.012, -0.662], [-3.068, -2.577, 1.587], [2.045, -1.276, 0.039], [-0.888, -1.894, -1.097], [1.216, -4.911, -0.844], [1.889, -1.170, -3.617], [-3.977, -3.895, 1.807], [-1.480, -0.125, -0.470], [-1.838, -4.753, -2.274], [1.160, 2.598, -4.007], [0.086, 4.004, -1.454], [4.486, 1.292, -3.628], [2.331, -3.872, -0.967], [2.975, -1.977, -1.006], [3.079, 2.820, 3.641], [-4.530, 0.296, 0.171], [3.812, -2.787, 1.123], [3.425, 2.196, -2.646], [-4.091, -1.214, 0.138], [4.240, 1.832, 4.033], [-1.949, 3.718, 2.121], [-2.296, -0.790, 3.594], [0.728, 1.396, 3.946], [-1.405, 1.037, 4.250], [-1.187, 2.839, 3.021], [-4.189, -1.570, -1.736], [-0.289, 5.257, -1.986], [1.938, 0.836, 0.069], [0.048, 1.023, -0.304]], "charge": 1, "max_force_ev_per_a": 19.87, "gap_ev": 10.176, "lumo_ev": -2.89, "homo_ev": -13.06}

2.
{"formula": "H41O20", "method": "ωB97M-V with the def2-TZVPD basis set", "symbols": ["O", "O", "O", "O", "O", "O", "O", "O", "O", "O", "O", "O", "O", "O", "O", "O", "O", "O", "O", "O", "H", "H", "H", "H", "H", "H", "H", "H", "H", "H", "H", "H", "H", "H", "H", "H", "H", "H", "H", "H", "H", "H", "H", "H", "H", "H", "H", "H", "H", "H", "H", "H", "H", "H", "H", "H", "H", "H", "H", "H", "H"], "coordinates": [[0.806, 5.018, 1.874], [0.318, -2.569, -0.902], [3.934, 1.911, -1.620], [-0.367, -4.824, -1.579], [1.834, 1.944, 4.293], [1.840, -4.413, -2.393], [-2.346, -0.684, 4.670], [0.816, 0.690, -4.989], [-1.046, 0.486, -0.431], [-1.805, 0.662, -3.561], [-0.568, 1.350, 5.115], [-0.086, 2.299, 1.084], [1.831, -2.223, 1.095], [-4.944, -3.130, -1.602], [3.260, -0.286, 2.004], [-2.506, -1.689, -2.438], [-4.070, 1.740, -2.088], [-3.474, 2.162, 3.695], [1.598, -1.494, -2.947], [2.845, 2.200, 0.797], [-4.907, -2.740, -0.727], [2.446, 1.186, 4.487], [0.338, -5.479, -1.618], [-1.026, 1.807, 4.372], [1.399, 1.415, -5.149], [0.988, -0.006, -5.612], [2.419, 2.629, 4.696], [-4.206, 0.799, -2.139], [2.556, -3.898, -2.026], [-3.015, 1.356, 3.326], [-1.039, 1.168, 0.319], [0.717, -1.095, -2.988], [-1.110, -4.839, -2.188], [2.248, -2.885, 1.676], [4.539, 2.593, -1.918], [2.612, 2.987, 1.340], [-1.493, 0.894, -2.698], [3.087, -0.514, 2.916], [-1.239, 0.967, -4.257], [-0.100, 4.771, 1.585], [1.630, -3.896, -3.169], [0.613, 2.316, 0.388], [4.546, 1.645, -0.919], [-2.532, -1.020, -3.199], [-0.145, -3.628, -1.109], [0.997, -2.337, -1.694], [2.297, -0.882, -2.709], [1.282, 5.815, 1.683], [-2.739, -1.266, 5.303], [-1.828, -0.040, 5.143], [-0.987, -0.358, 0.021], [-4.667, -2.404, -2.201], [0.969, -2.677, -0.111], [-4.712, 2.379, -2.355], [2.940, 0.616, 1.949], [0.413, 1.781, 1.714], [2.464, -1.488, 1.189], [3.184, 2.645, -0.023], [-2.895, -1.226, -1.690], [0.365, 1.629, 5.162], [-4.280, 2.127, 3.150]], "charge": 1, "max_force_ev_per_a": 2.91, "gap_ev": 9.860, "lumo_ev": -2.71, "homo_ev": -12.57}

3.
{"formula": "H42O21", "method": "ωB97M-V with the def2-TZVPD basis set", "symbols": ["O", "O", "O", "O", "O", "O", "O", "O", "O", "O", "O", "O", "O", "O", "O", "O", "O", "O", "O", "O", "O", "H", "H", "H", "H", "H", "H", "H", "H", "H", "H", "H", "H", "H", "H", "H", "H", "H", "H", "H", "H", "H", "H", "H", "H", "H", "H", "H", "H", "H", "H", "H", "H", "H", "H", "H", "H", "H", "H", "H", "H", "H", "H"], "coordinates": [[-2.526, 0.914, -2.548], [2.382, 2.527, -2.729], [0.045, -3.563, 1.701], [-2.287, 2.954, 2.565], [2.224, 2.871, 0.422], [0.969, -2.186, -0.287], [-2.713, -3.700, 1.552], [3.121, -1.938, -3.322], [-4.081, -2.977, -0.837], [0.495, 0.714, 0.365], [0.391, -1.731, -2.961], [3.902, 0.367, -1.422], [-3.208, -0.556, 1.226], [0.676, 4.663, 1.988], [0.112, 0.973, -2.587], [-2.471, 0.124, 3.671], [-1.936, 1.805, -0.064], [-2.455, -1.745, -2.513], [4.930, 1.786, 1.314], [0.020, -0.898, 2.462], [3.684, -0.941, 2.259], [0.378, -0.731, -2.810], [3.398, 1.170, -1.664], [-1.078, 1.411, -0.090], [1.333, -1.828, -3.208], [-2.198, 2.860, 1.587], [3.483, -0.229, -0.819], [0.604, -2.217, -1.176], [4.061, 2.149, 1.167], [1.727, 1.935, -3.058], [-2.752, 0.167, 0.742], [-1.700, -2.177, -2.953], [-2.999, -2.329, -1.950], [-2.614, -0.089, -2.589], [0.036, 0.304, 1.127], [-3.050, -4.006, 2.394], [3.891, -0.006, 2.220], [2.936, 2.751, -3.515], [-2.631, 1.083, 3.704], [5.190, 1.225, 0.589], [-3.787, -3.497, -0.042], [-2.254, 1.627, -0.997], [0.049, 5.423, 1.978], [2.776, -1.064, 2.530], [0.194, 4.035, 2.529], [0.326, -4.359, 2.146], [-3.044, 1.477, -3.152], [0.792, 1.613, 0.572], [1.870, 3.677, 0.820], [-2.811, -1.423, 1.045], [2.447, 3.036, -0.470], [-3.038, 3.527, 2.736], [-1.743, -3.674, 1.617], [0.564, -3.462, 0.857], [-4.574, -2.171, -0.515], [3.450, -1.204, -2.776], [-0.838, 1.045, -2.641], [2.956, -2.745, -2.890], [0.363, 0.904, -1.688], [1.056, -1.242, -0.076], [-3.097, -0.186, 3.000], [-0.212, -1.859, 2.637], [-0.735, -0.384, 2.830]], "charge": 0, "max_force_ev_per_a": 2.50, "gap_ev": 10.784, "lumo_ev": 0.06, "homo_ev": -10.72}

4.
{"formula": "H46IO23", "method": "ωB97M-V with the def2-TZVPD basis set", "symbols": ["I", "O", "O", "O", "O", "O", "O", "O", "O", "O", "O", "O", "O", "O", "O", "O", "O", "O", "O", "O", "O", "O", "O", "O", "H", "H", "H", "H", "H", "H", "H", "H", "H", "H", "H", "H", "H", "H", "H", "H", "H", "H", "H", "H", "H", "H", "H", "H", "H", "H", "H", "H", "H", "H", "H", "H", "H", "H", "H", "H", "H", "H", "H", "H", "H", "H", "H", "H", "H", "H"], "coordinates": [[0.027, -0.449, 0.041], [3.303, 1.149, 0.055], [-3.037, -3.945, 0.121], [-0.788, 2.685, 4.056], [-5.152, -2.234, -0.557], [-3.837, -0.104, 4.261], [-3.195, 0.861, 1.233], [2.692, 4.104, 0.450], [2.061, 2.522, 3.042], [0.661, 0.093, -3.238], [0.250, 3.306, 0.578], [4.993, 1.888, -1.931], [-0.813, 0.040, 3.664], [-2.129, 3.592, -1.525], [0.328, -1.927, -5.206], [2.254, 4.021, -2.524], [-1.498, -3.247, 2.521], [4.235, -3.108, -1.463], [-3.408, 1.234, -2.190], [1.180, -3.132, 3.077], [3.296, -0.721, -2.600], [-3.167, -0.803, -4.053], [-0.266, -3.812, -0.109], [2.803, -0.297, 2.445], [-1.704, -2.968, 1.629], [4.154, -0.320, -2.463], [1.695, 4.738, -2.223], [0.090, 0.226, -2.482], [1.536, -2.564, 2.394], [-2.665, 2.841, -1.781], [-1.179, -4.144, 2.424], [3.999, -3.378, -0.576], [-0.040, 2.438, 0.296], [4.397, -3.928, -1.929], [3.378, 0.550, 0.797], [-3.158, 0.535, -2.794], [-4.325, -2.625, -0.276], [0.253, -2.897, 3.125], [-0.734, -0.093, 2.720], [-0.553, 3.824, 0.626], [0.079, -1.281, -4.546], [-3.701, 1.283, 0.539], [1.123, 2.522, 2.853], [2.462, 2.922, 2.270], [-1.653, 2.892, 3.702], [3.276, -1.460, -1.992], [2.431, 0.982, -0.303], [-3.108, 0.074, 3.667], [-2.409, 0.536, 0.794], [0.204, -1.477, -6.041], [-2.118, -4.013, -0.140], [2.483, -0.161, 3.337], [-0.195, -2.875, 0.072], [2.723, 5.005, 0.773], [-3.423, -0.240, 5.114], [-0.777, 1.729, 4.117], [4.178, 1.582, -1.532], [1.762, 3.879, 0.456], [-4.166, 0.886, -1.720], [-1.412, 3.603, -2.158], [-3.173, -4.683, 0.715], [-5.785, -2.508, 0.108], [2.430, 3.507, -1.736], [2.026, -0.204, 1.894], [-3.973, -1.289, -4.225], [-0.061, -0.419, 4.036], [5.597, 1.151, -1.839], [0.354, -3.966, -0.822], [-2.473, -1.459, -4.116], [1.364, -0.469, -2.912]], "charge": -1, "max_force_ev_per_a": 1.21, "gap_ev": 8.693, "lumo_ev": 1.82, "homo_ev": -6.87}